Entry 1:
A cluster of 3 separate species, H6O3 in total. Source: the OMol25 dataset; level of theory: the ωB97M-V functional and the def2-TZVPD basis.

The energy relative to the best compared isomer or geometry (same formula, charge and spin) is 18.8 kcal per mole. The calculation puts the LUMO energy at 0.63 eV. For the HOMO-LUMO gap, the calculation gives 11.2 eV. The HOMO energy comes out at -10.5527 eV. As for the SMILES: O.O.O.

Geometry as XYZ:
```
9
Properties=species:S:1:pos:R:3:mulliken_charge:R:1
O -1.5663 -6.9790 1.1122 -0.73
H -2.1109 -7.2175 0.3508 0.33
H -1.7821 -5.9690 1.1825 0.34
O -1.3861 -3.7262 1.7139 -0.62
H -1.9251 -3.0080 1.5016 0.29
H -0.5513 -3.7184 1.2544 0.33
O 0.2966 -6.3100 2.6639 -0.63
H 0.4765 -7.1407 3.1194 0.32
H -0.5073 -6.5475 2.2418 0.38
```

=====

Entry 2:
A cluster of 3 separate species, H6O3 in total. Source: the OMol25 dataset; level of theory: the ωB97M-V functional and the def2-TZVPD basis.

The energy relative to the best compared isomer or geometry (same formula, charge and spin) is 37.9 kcal per mole. The calculation puts the LUMO energy at 0.37 eV. For the HOMO-LUMO gap, the calculation gives 10.9 eV. The HOMO energy comes out at -10.5780 eV. As for the SMILES: O.O.O.

Geometry as XYZ:
```
9
Properties=species:S:1:pos:R:3:mulliken_charge:R:1
O 0.6004 1.6094 0.2812 -0.66
H 0.9632 2.3104 -0.2720 0.30
H 1.1632 0.8492 0.0957 0.38
O -0.0583 -0.0302 -0.9783 -0.74
H 0.1969 0.7699 -1.4513 0.34
H -1.0211 0.0077 -0.9558 0.32
O -0.6404 -1.7006 0.8955 -0.66
H 0.1030 -2.1514 0.4794 0.30
H -0.6190 -0.8145 0.5168 0.42
```

=====

Entry 3:
A cluster of 3 separate species, H6O3 in total. Source: the OMol25 dataset; level of theory: the ωB97M-V functional and the def2-TZVPD basis.

The energy relative to the best compared isomer or geometry (same formula, charge and spin) is 12.9 kcal per mole. The calculation puts the LUMO energy at 0.73 eV. For the HOMO-LUMO gap, the calculation gives 12.0 eV. The HOMO energy comes out at -11.2914 eV. As for the SMILES: O.O.O.

Geometry as XYZ:
```
9
Properties=species:S:1:pos:R:3:mulliken_charge:R:1
O -2.1985 -2.1101 2.5207 -0.63
H -3.0726 -2.2906 2.8664 0.32
H -1.6172 -2.6729 3.0323 0.32
O 2.6868 1.0129 -3.5278 -0.64
H 2.1332 1.5587 -4.0863 0.31
H 2.2307 0.9903 -2.6865 0.33
O 0.1465 1.1291 0.2945 -0.64
H -0.0789 1.9429 0.7451 0.31
H -0.2299 0.4397 0.8415 0.32
```

=====

Entry 4:
A cluster of 3 separate species, H6O3 in total. Source: the OMol25 dataset; level of theory: the ωB97M-V functional and the def2-TZVPD basis.

The energy relative to the best compared isomer or geometry (same formula, charge and spin) is 31.1 kcal per mole. The calculation puts the LUMO energy at 0.21 eV. For the HOMO-LUMO gap, the calculation gives 10.9 eV. The HOMO energy comes out at -10.7255 eV. As for the SMILES: O.O.O.

Geometry as XYZ:
```
9
Properties=species:S:1:pos:R:3:mulliken_charge:R:1
O 0.2898 -0.2920 -0.9944 -0.64
H 0.4888 0.6530 -0.6574 0.38
H 0.1888 -0.1750 -1.8404 0.25
O -0.4422 -2.6560 0.6626 -0.62
H -0.5042 -2.0830 1.3296 0.25
H -0.0092 -1.9720 -0.0034 0.38
O 0.2468 2.2720 0.1526 -0.75
H 0.5258 2.1470 1.1536 0.36
H -0.7842 2.1060 0.1976 0.37
```

=====

Entry 5:
A cluster of 3 separate species, H6O3 in total. Source: the OMol25 dataset; level of theory: the ωB97M-V functional and the def2-TZVPD basis.

The energy relative to the best compared isomer or geometry (same formula, charge and spin) is 14.0 kcal per mole. The calculation puts the LUMO energy at 0.58 eV. For the HOMO-LUMO gap, the calculation gives 12.0 eV. The HOMO energy comes out at -11.3804 eV. As for the SMILES: O.O.O.

Geometry as XYZ:
```
9
Properties=species:S:1:pos:R:3:mulliken_charge:R:1
O 9.6712 1.0435 -8.4862 -0.63
H 9.8806 0.4908 -7.7333 0.31
H 10.5224 1.3264 -8.8203 0.32
O 14.1342 -0.7881 -10.8202 -0.64
H 14.0452 -1.4418 -10.1267 0.32
H 14.9120 -0.2855 -10.5779 0.32
O 7.5454 4.8102 -9.7318 -0.64
H 6.9901 4.6058 -10.4842 0.32
H 7.9698 3.9803 -9.5142 0.32
```

=====

- Which of these has the highest HOMO?
  number 1